Below is a structure of composition C36H38F5N7O6S3SeV, with properties calculated with ωB97M-V with the def2-TZVPD basis set.

Geometry as XYZ:
```
97
Properties=species:S:1:pos:R:3:forces:R:3
H 1.63503 -2.56149 0.61231 2.5 0.5 -1.3
H 9.31219 1.49133 -0.63606 -0.3 -0.6 -0.3
C -2.58163 1.68291 -2.16014 1.4 0.5 -0.5
C -1.13598 -3.84909 -2.48890 1.9 0.2 0.3
C -6.63347 2.88003 1.49260 1.1 -2.0 0.2
C -0.92869 1.97969 1.42358 -0.1 -1.2 0.7
C 4.20306 -0.31445 -2.55486 0.9 0.1 -0.2
N 4.21388 -4.06885 0.66830 -1.6 1.0 -1.6
C -2.45462 2.27633 3.23887 -0.6 -1.1 0.0
C -2.05014 -1.95641 2.99906 0.0 0.1 0.7
C -0.84093 -1.14644 3.38848 0.8 -0.4 -1.5
H -2.22690 -3.12350 4.78924 -0.5 0.1 -0.1
C -3.08058 4.20569 -3.17868 -0.6 1.6 -0.5
O -0.51665 -3.00361 0.00680 1.0 -0.2 -0.3
H 4.80235 -0.96664 -3.18728 0.2 0.6 -0.7
F -2.28350 0.38871 -1.85430 -0.7 0.6 0.3
H 6.28904 -3.26789 -1.45510 0.6 -0.3 0.0
O 3.36372 -4.45746 1.40862 -0.6 -0.7 1.4
C 0.10833 -1.68910 -3.26345 1.1 -0.8 -1.3
H -6.50202 6.08485 0.45710 -0.1 -0.4 0.2
H -2.11727 -0.84749 1.14674 -0.2 -0.3 0.3
H 3.36936 0.11567 -3.08911 -0.4 -0.3 -0.2
C -6.17214 5.07921 0.73962 -1.5 0.4 0.3
H -3.50862 2.45935 3.51918 0.5 0.2 -0.2
N -0.22592 -2.09264 -1.02859 -0.1 0.2 1.4
C -4.82752 4.84254 0.79744 0.6 1.5 -0.7
H 9.06329 -0.25789 -1.12036 -0.2 0.7 -0.4
H -8.18428 4.34275 1.34603 1.0 -0.2 -0.6
C -3.81868 -3.54210 3.32424 0.1 -0.4 -0.5
O 6.61500 -0.64581 2.52609 0.1 -0.1 -0.5
C 8.60127 0.64464 -0.68456 -0.1 -0.4 0.8
H -1.82912 -3.72597 -3.31399 -0.2 0.2 0.1
H 6.41347 -1.49339 -1.61112 0.4 0.2 -0.6
F -3.29820 5.49302 -3.62945 0.1 -2.0 0.5
O 5.22505 -4.64388 0.36754 1.0 -0.2 -0.2
H 4.78738 0.54719 -2.20902 0.2 -0.4 0.2
H -1.55724 -4.21566 -1.54852 -0.3 0.3 -0.5
H -0.73339 -1.40887 -5.22048 -0.8 0.4 -0.1
H -4.11079 5.67459 0.61358 -0.6 -0.6 0.0
C 3.80985 -1.23351 -1.48560 -0.3 1.2 -0.2
V 0.72347 -0.31258 -0.75669 0.3 0.2 -0.3
H -4.89499 1.58088 1.55510 0.0 0.1 0.2
H -2.49935 4.38792 1.52474 0.4 -0.6 -0.1
H -0.00138 -1.54180 2.78164 -0.3 0.4 0.4
O 1.12922 0.21111 -3.68412 0.9 1.0 0.0
H -1.38617 -2.82992 0.39074 -0.4 0.5 0.0
N -2.31788 2.23390 1.80784 0.2 1.1 -1.7
H 8.12333 1.26448 1.30619 -0.3 -0.9 -0.2
C -3.92222 2.07870 -2.43970 1.5 -1.0 -0.1
C -5.25030 2.59376 1.38515 -0.4 -0.1 -0.1
H -4.30233 -4.29296 3.92153 -0.1 -0.2 0.3
H 6.16204 -2.78761 1.09731 -0.1 0.3 0.5
C 6.09776 -2.31545 -0.99791 -1.0 1.0 0.2
N 4.60774 -2.19589 -0.99636 -0.7 -0.6 1.5
H 7.68381 0.98398 -1.16362 0.2 -0.1 -0.5
C -3.64942 -2.33424 1.24521 -1.0 -0.7 0.6
S -0.05755 3.12265 0.40649 0.4 -0.6 0.9
C -2.84705 3.40997 1.11228 -0.7 0.5 1.0
S 1.12278 0.20818 1.44992 0.8 -0.4 0.1
N -1.00531 0.26071 3.09931 0.1 -0.3 -0.3
C -2.13627 0.86842 3.74408 -1.3 0.5 1.2
H -3.01738 0.16686 3.63094 0.8 1.0 0.1
C 0.09729 -1.89585 -4.75097 1.3 0.4 -1.2
C 6.69177 -2.14545 0.41178 0.9 -0.7 -0.7
C 3.79307 -2.84775 -0.05980 2.6 -1.3 0.4
H -7.29825 2.09731 1.85955 0.1 0.2 -0.1
C -2.54843 -1.67370 1.73366 -0.2 0.5 -0.2
F -0.84217 4.76678 -2.90490 -0.2 0.0 -0.1
C -4.28967 -3.33943 2.02094 0.2 0.4 -0.5
S 6.70453 -0.48150 1.09608 -1.0 0.3 0.7
H 7.73583 -2.55246 0.44141 -0.7 0.5 -0.2
C -1.44843 2.54776 -2.33561 -2.5 0.5 -0.3
H -1.97201 1.03278 4.83613 0.2 -0.7 -0.5
O 5.70132 0.32002 0.41525 0.2 -0.6 -0.1
Se 0.35614 2.25378 -1.64880 -1.2 -0.2 0.2
C -7.11599 4.08625 1.14120 -0.4 2.4 0.0
H -0.42323 -4.63273 -2.79445 -0.2 0.2 -0.1
H 9.04330 -0.19220 1.24199 0.8 -1.0 0.8
H 0.10949 -2.90827 -5.17305 0.0 0.0 0.7
F -5.34073 3.62390 -3.47016 0.2 0.0 0.3
H -0.51789 -1.17320 4.37946 0.1 -0.8 1.9
C 2.60538 -2.28267 0.00270 -3.4 0.4 0.6
N 2.60170 -1.24494 -0.94616 -0.2 -0.9 1.5
C 8.23569 0.28606 0.76573 0.2 2.4 -0.4
C -0.32251 -2.55917 -2.23131 -2.2 -1.1 -0.8
H -2.53179 3.35702 0.10369 0.5 0.0 -1.0
N 0.76127 -0.62058 -2.83739 -1.5 0.0 0.2
C -2.69394 -2.87386 3.83483 0.4 0.2 -1.1
C -1.80768 3.85089 -2.82946 1.6 -1.3 0.9
C -4.13384 3.29954 -3.03115 0.0 1.0 -0.2
F -4.95405 1.25014 -2.31781 0.3 -0.2 0.1
H 0.97470 -1.32236 -5.23227 -1.1 -1.0 1.0
C -0.36887 0.84573 2.07799 -0.6 2.5 -2.1
H -5.12015 -3.94543 1.55555 0.9 0.9 0.9
H -4.09751 -1.98072 0.33522 0.0 -0.2 -0.5
H -1.80063 3.02548 3.67730 0.1 0.2 0.3
C -4.34025 3.59136 1.06695 -0.2 -1.7 1.1
```
Forces are in eV/Å.

Computed properties:
multiplicity	3
<S²>	2.030
energy relative to the best compared isomer or geometry (same formula, charge and spin)	63.9	kcal per mole
highest occupied orbital energy (alpha / beta)	-9.5142 / -9.5232	eV
net charge	+1
gap between HOMO and LUMO (alpha / beta)	5.5 / 6.0	eV

=====

Below is a structure of composition C36H39AsBaCl3N6O3PS, with properties calculated with ωB97M-V with the def2-TZVPD basis set.

Geometry as XYZ:
```
91
Properties=species:S:1:pos:R:3:forces:R:3
S -0.07592 -1.17701 1.94508 -0.1 -0.4 0.6
H 1.98369 -4.20647 0.89918 0.0 0.0 0.0
C -2.45862 3.39129 -2.09154 0.0 0.0 0.2
H 2.33997 -3.40572 -2.60029 0.0 0.0 0.0
H -3.00571 -0.22644 -4.13223 0.0 0.0 0.0
H -4.56426 -4.24554 -4.38611 0.0 0.0 0.0
C 1.26998 3.09032 5.90355 -0.1 0.1 0.1
N -1.88412 -2.21254 0.13480 -0.7 -0.4 -0.2
H 1.03661 3.65499 6.79690 0.0 0.0 0.0
C -1.37417 -2.14154 1.35151 0.4 0.1 0.2
C 1.92243 1.73970 3.53869 -0.1 0.2 0.2
N 0.03427 -0.10095 -2.74142 -0.1 -1.3 -3.8
C -1.86557 -1.35517 -1.96249 -0.4 -0.7 0.3
C 0.23074 5.98351 0.71445 0.1 0.0 0.0
C 0.69667 2.42648 3.63605 -0.1 -0.2 -0.1
H 3.06288 2.20916 6.70625 0.0 0.0 0.0
H -2.53994 4.50706 2.95606 0.0 0.0 0.0
N 2.41066 1.24289 2.34659 0.1 -0.1 0.0
C -1.80160 6.25209 1.96060 -0.1 0.0 0.0
H 3.66030 1.08291 4.60324 0.0 0.0 0.0
H 1.11186 4.02559 0.77624 0.0 0.0 -0.1
C 1.79184 -2.46508 -2.57834 0.1 0.0 0.0
C -3.17174 -1.99150 -2.27352 -0.1 0.0 0.0
H 3.04402 0.46450 2.41380 0.0 0.0 0.0
Ba 0.09471 0.47662 -0.55189 0.8 1.8 7.2
H -1.97349 1.48544 -5.60416 0.0 0.0 0.0
H 0.82422 -2.61893 -2.11610 0.0 0.0 0.0
H 1.78628 1.17291 1.56567 -0.1 -0.1 0.1
C -5.51213 -2.28950 -1.79180 0.0 0.0 0.0
C -1.39733 1.03036 -4.80962 0.0 0.0 0.0
H -4.35738 2.27990 5.56224 0.0 0.0 0.0
H 0.68220 -3.98306 -0.03932 0.0 0.0 0.0
O -0.24324 2.62515 -1.51319 -0.3 1.9 -0.8
C 4.19128 -2.17802 -0.50381 0.0 0.1 -0.1
H 1.27461 -2.73826 0.80957 0.0 -0.2 0.0
H 1.67635 -2.07081 -3.58592 0.0 0.0 0.0
P -0.52712 2.31331 2.26005 0.0 0.5 0.4
H 4.37939 -3.17243 -0.90223 -0.1 0.0 0.0
H -1.77884 -2.77873 3.22003 0.0 -0.1 0.0
C -2.86960 0.91302 2.29418 0.1 0.1 0.0
C -0.82191 6.78329 1.13899 0.0 0.0 0.0
C 0.29252 4.65687 1.10364 -0.1 0.0 0.0
O -1.97460 1.37355 -0.90433 -3.2 1.4 -0.6
C 2.73944 1.65186 4.67596 0.0 -0.1 -0.1
H -4.63669 -0.28684 2.14828 0.0 0.0 0.0
C -1.23396 -0.47113 -2.94803 -0.4 -0.1 -0.8
H -2.62322 6.87362 2.29612 0.0 0.0 0.0
As 2.86584 -1.23498 -1.54981 1.8 -1.2 -0.6
H -6.38071 -2.03800 -1.19662 0.0 0.0 0.0
C 0.56340 0.84767 -3.49935 0.3 0.2 -0.6
O 2.14478 -0.11585 -0.58673 4.6 -0.9 -0.2
C -5.61104 -3.21601 -2.82119 0.0 0.0 0.0
C 4.00206 -0.38830 -2.87873 -0.1 0.1 0.1
Cl -3.12078 4.29981 -0.72467 0.0 0.1 0.1
H 4.70585 -1.13163 -3.25368 0.0 0.0 0.0
H 0.36996 2.22883 -5.13347 0.0 0.0 0.0
H -0.88462 7.81493 0.81646 0.0 0.0 0.0
H 1.56610 1.15900 -3.21993 0.0 0.1 -0.1
C -4.64185 0.93201 3.91484 0.0 0.0 0.0
C -0.09834 1.44723 -4.55345 -0.1 -0.1 0.0
H -0.42622 3.79517 4.84082 -0.1 0.0 0.0
C -4.29766 -1.68354 -1.51416 0.0 0.1 -0.1
N -1.28364 -1.46818 -0.81368 -0.9 -2.0 -0.5
C -4.49374 -3.52284 -3.58315 0.0 0.0 0.0
H 0.99453 6.39598 0.06684 0.0 0.0 0.0
C -3.94160 1.87962 4.64576 0.0 0.1 0.1
C -1.97620 0.06877 -3.99948 0.1 0.0 0.0
H -2.46860 0.55547 1.35631 0.0 -0.1 0.0
C -2.70346 2.33085 4.21172 0.0 -0.1 0.0
H 3.82183 -2.25183 0.51326 0.0 0.0 0.0
H -5.60722 0.58164 4.25768 0.0 0.0 0.0
C -1.75262 4.91546 2.33715 0.1 0.0 0.0
H 5.11149 -1.59351 -0.52632 0.0 0.0 0.0
C -3.27989 -2.90798 -3.31426 0.1 0.0 0.0
C -2.13930 1.84897 3.03054 0.1 -0.1 -0.2
Cl -1.65819 4.50235 -3.19684 0.1 0.0 -0.1
H -4.21087 -0.95687 -0.71687 0.0 0.0 0.0
C 2.40983 2.29782 5.84723 0.0 -0.1 -0.1
H 3.44298 0.02146 -3.71695 -0.1 0.0 0.0
C 0.43783 3.14914 4.80178 0.1 -0.1 0.1
C -1.44909 2.35241 -1.45908 -1.3 1.4 -0.4
N 1.55521 -3.55308 0.25204 0.0 0.0 0.0
H -2.19566 3.06116 4.82047 0.1 0.0 0.0
Cl -3.79926 2.58922 -2.92177 -0.1 -0.1 0.0
N -1.96197 -2.97462 2.25249 -0.1 0.1 -0.1
H 4.55438 0.41156 -2.38697 0.0 0.0 0.0
C -4.10133 0.45221 2.73248 -0.1 -0.1 0.0
H -2.83767 -3.40050 1.99238 0.0 0.0 0.0
H -2.40688 -3.15000 -3.91045 0.0 0.0 0.0
C -0.70730 4.10483 1.90736 -0.1 0.0 0.0
H -6.55869 -3.69550 -3.03038 0.0 0.0 0.0
```
Forces are in eV/Å.

Computed properties:
energy relative to the best compared isomer or geometry (same formula, charge and spin)	115.6	kcal per mole
highest occupied orbital energy	-7.3986	eV
gap between HOMO and LUMO	7.2	eV

=====

Below is a cluster of 3 separate species, C36H39BrF7IN2O14P in total, with properties calculated with ωB97M-V with the def2-TZVPD basis set.

Geometry as XYZ:
```
101
Properties=species:S:1:pos:R:3:forces:R:3
H 0.27086 2.94083 -1.24451 -0.6 -2.0 -0.1
C -0.75102 1.48996 1.37565 0.6 -0.4 -1.7
C 1.45669 1.88909 2.20266 -0.1 0.5 -0.7
C 6.39473 -7.99216 -2.19067 0.5 0.1 0.7
H 2.57386 3.00685 -0.67112 -0.1 -1.3 1.5
P -2.34912 0.47530 1.33514 -4.9 2.3 1.6
H 2.92432 0.35422 -1.27759 0.8 1.0 1.1
I 2.98076 2.69965 3.58724 -1.2 -0.6 -1.6
C -0.48305 2.23997 4.04940 0.8 1.9 2.5
H -0.02843 -0.74225 2.40468 0.1 0.5 0.3
C -6.83014 6.01718 -4.67404 0.2 0.1 -0.2
C 0.58823 -3.26799 1.66493 0.4 -1.3 -2.1
H -0.23452 -5.30385 2.54412 0.8 1.2 -1.6
C -2.47535 3.21790 0.05689 -1.4 2.1 0.0
Br 5.97828 1.17945 1.20810 -1.1 -0.6 -0.6
H -3.53875 4.46174 1.66754 -0.5 -1.1 -1.1
H 4.06912 -0.62400 0.89262 0.6 1.5 -0.7
C -0.92632 1.34117 -2.23821 -3.7 3.0 -3.5
H 0.39875 -2.75162 2.67903 0.5 -0.8 -1.9
C 1.38708 -0.49453 3.95723 2.1 -2.9 1.3
F -1.52881 -0.26772 5.28625 -2.3 2.5 -0.2
H 0.97332 -1.42401 4.52031 0.5 1.6 -0.7
O -2.79401 -0.14114 -0.17294 1.6 -0.9 0.7
H -2.82242 2.39704 -0.62937 0.9 0.5 0.8
C 2.79622 -1.04922 3.33065 -0.1 0.1 1.1
H 3.42249 -1.39378 4.24337 -1.0 0.6 -1.4
H 4.26569 1.58443 -1.43878 -1.1 -0.7 1.3
H -8.28013 5.05039 -2.09296 -0.1 0.1 -0.1
H -3.73241 -0.43218 -0.21295 0.7 0.6 0.5
H 6.94745 -9.46984 -3.91384 -0.1 0.0 -0.1
O -2.18920 4.39984 -0.77990 0.6 -0.9 0.8
C 1.39548 -3.36654 -0.85392 -1.2 -1.7 2.5
H 5.18580 -0.49508 -0.54824 -1.0 1.1 1.3
C 5.60062 -8.26248 -3.42281 0.1 -0.9 -1.3
C 0.41041 -5.63817 0.34063 1.0 4.9 0.4
H -0.41951 -1.04718 -0.04632 0.9 1.3 -0.2
H -2.18930 0.04672 -2.97554 0.9 0.5 0.0
O -2.56836 -0.65002 2.57988 1.6 -1.1 -2.5
C -4.73563 4.56290 -3.34270 -0.2 -0.2 0.3
F -3.74999 0.51581 5.00609 3.8 0.2 0.8
C -1.99210 2.14154 4.55056 -1.8 2.6 1.9
C 0.20112 -4.78451 1.61437 1.3 1.0 -2.9
O 2.84288 -6.09882 -2.86449 0.5 0.0 0.1
C 0.34448 1.14588 0.20160 0.8 -0.8 -0.4
H -1.59271 3.58321 1.97405 0.8 -1.3 -1.3
C 1.22225 -2.50623 0.45585 -0.8 -4.8 -0.2
C -2.40170 0.82340 5.38206 -2.1 -1.1 2.4
C -5.49121 5.90796 -5.26414 -0.6 0.4 -0.4
O -1.25386 0.03682 -2.67121 1.3 1.4 2.0
C -4.46152 5.12717 -4.52068 1.3 -0.4 -0.1
C -1.24493 3.00238 1.03235 0.2 0.5 1.7
O 7.44052 -8.58814 -2.00564 -0.3 0.0 -0.3
H -4.62824 4.04364 0.14763 1.7 -0.5 1.3
C 4.43944 -7.64395 -3.65185 -0.4 0.4 0.2
C 0.22895 1.78572 -1.25407 0.7 0.3 -0.8
H -2.40855 -1.56826 2.24391 0.0 0.5 0.7
O -1.56472 2.27137 -2.82760 2.7 -3.3 2.7
H 3.39189 -0.20313 2.85018 -0.8 -1.3 0.4
H -0.27449 3.56875 0.73949 -1.7 -0.8 0.1
O -5.20210 6.42558 -6.32895 0.3 -0.3 0.3
C 2.83048 2.21038 0.13209 1.0 -0.1 -1.9
O -8.34037 5.53902 -2.93695 1.3 -0.4 0.0
C 4.57539 0.13284 0.20929 0.1 -1.1 -1.4
C 0.99752 -4.88051 -0.90819 -0.8 0.9 3.0
N 1.58687 1.75147 0.86520 0.6 0.5 2.8
H 0.14428 -6.74534 0.34500 0.5 1.8 -0.2
C 4.71774 -6.38013 -1.47192 0.1 0.7 1.1
F 0.21188 1.98175 5.30078 -1.2 -0.4 -2.9
H -3.99884 3.99503 -2.78930 0.1 0.1 0.0
H -3.28747 5.50709 -5.93239 0.0 -0.1 0.1
F -2.07328 3.19542 5.54989 0.3 -2.2 -2.3
C 0.02282 1.34259 2.83054 2.4 0.0 -3.4
O 1.60091 -1.10376 0.51032 -1.9 -2.2 -0.2
H -4.20326 2.68812 1.35780 0.5 1.9 -0.4
C 5.87649 -7.00102 -1.24174 0.2 -0.2 -0.1
H -1.22688 4.48370 -0.93762 -0.9 -0.2 0.0
F -2.49557 1.11947 6.78135 0.5 -0.8 -3.7
H 1.81322 -2.92506 -1.81475 -0.6 -0.5 1.5
O -6.33485 4.19876 -1.66098 -0.3 0.1 -0.1
O 6.10508 -9.16510 -4.30584 0.0 0.8 1.3
H 1.18075 1.49191 -1.85282 -1.4 0.4 1.2
F -0.18481 3.65059 3.91136 -0.8 -3.3 -0.8
C 0.52734 -0.42801 -0.20281 0.2 -0.4 -0.5
O 4.22689 -5.45508 -0.59843 0.0 -0.7 -1.2
H 1.75595 0.19673 4.77952 -1.3 -0.3 -1.3
H 3.60024 2.72034 0.79163 -1.3 -0.8 -0.3
H 3.38071 -5.15291 -0.98424 0.1 0.0 0.2
C -6.06245 4.69158 -2.74326 0.6 -0.3 0.1
O -3.23030 5.01309 -5.09071 -1.3 0.4 0.0
H 6.47120 -6.80115 -0.36032 0.0 0.0 0.0
F -3.01957 2.47380 3.66072 2.7 -0.9 1.3
H 1.13736 -5.53035 -1.85409 -0.2 1.7 1.7
C -7.10200 5.44892 -3.49703 -1.3 0.4 0.1
N 0.37272 -0.04974 3.02698 -0.4 1.7 0.9
C 3.90930 -6.67126 -2.69248 -0.1 -0.4 -0.7
H 2.66400 -1.97181 2.67857 0.2 1.5 0.6
H -7.57369 6.57141 -5.23126 0.0 0.0 0.0
H 3.85265 -7.83279 -4.54079 0.0 0.0 0.0
H 0.79669 -0.55453 -1.32383 -0.7 0.6 1.8
C 3.59672 1.04510 -0.66020 0.9 0.2 -0.1
C -3.81093 3.67237 0.89145 0.2 -1.3 -0.9
```
Forces are in eV/Å.

Computed properties:
highest occupied orbital energy	-10.8070	eV
net charge	+1
gap between HOMO and LUMO	6.6	eV

=====

For reference, max |F| by record: 3.47 7.46 5.91 eV/Å.
For reference, calculated total energy by record: -197777.3695 -172271.9690 -176045.0335 eV.